Record 1
C24H23N22O2S2Ti | ωB97M-V/def2-TZVPD

Computed properties:
Kohn-Sham gap, eV: 7.153
Lowest unoccupied orbital energy, eV: 1.300
Charge: -1

Each line ends with the Mulliken charge.
Element x y z (Å)
Ti 0.17 0.05 -0.15  -1.413
S -1.24 2.80 -1.66  1.053
S -2.51 -0.06 0.07  -0.354
O -1.57 1.81 -2.65  -0.526
O -2.36 3.42 -0.98  -0.851
N -0.14 -2.32 2.51  0.021
N 0.48 -4.07 -0.37  -0.728
N 1.58 1.29 1.13  0.483
N 0.17 -2.01 0.15  1.878
N 3.11 -0.92 -0.11  -0.463
N -1.14 -1.03 -2.76  -0.429
N -0.14 2.19 -0.61  2.389
N 0.18 -0.38 -4.36  -0.824
N 2.10 -0.39 -0.85  1.350
N -0.47 -0.08 1.82  1.045
N 4.20 -0.79 -0.77  -0.825
N -3.78 -0.57 -2.24  -0.078
N -0.83 1.07 2.48  -0.443
N -0.09 -0.42 -2.18  1.114
N -1.00 0.78 3.71  -0.767
N 1.95 0.51 -3.05  0.033
N 0.26 -4.06 0.97  -0.625
N -0.99 -0.99 -4.03  -0.753
N 3.98 -0.20 -1.97  -0.672
N 0.44 -2.90 -0.87  -0.413
N -0.79 -0.54 3.94  -0.620
N -4.20 1.46 -1.25  -0.169
C -4.51 -0.22 -3.46  -0.895
C 3.02 2.82 2.92  -0.785
C 0.70 -0.06 -3.20  0.408
C -0.47 6.23 -3.59  -0.906
C -4.46 1.28 -3.68  -0.254
C 0.86 5.32 1.27  -0.894
C 1.55 7.22 -4.73  -1.503
C 0.08 -2.79 1.24  0.091
C -4.93 1.98 -2.41  -0.746
C 2.68 0.01 -1.98  0.229
C 1.84 4.83 2.07  -1.109
C -0.39 4.10 -2.51  -0.409
C -3.55 0.30 -1.27  0.350
C -0.47 -1.02 2.76  0.295
C -1.10 5.23 -2.87  -0.486
C 3.15 1.46 2.91  -1.314
C 1.56 4.97 -3.58  -0.974
C 0.42 3.15 0.27  0.329
C 2.11 3.45 2.04  1.090
C 0.13 4.49 0.38  -0.870
C 0.95 3.96 -2.87  -0.185
C 2.39 0.72 1.99  0.021
C 1.41 2.63 1.14  -0.687
C 0.86 6.12 -3.95  1.142
H 1.91 6.85 -5.69  0.327
H 1.50 3.07 -2.59  0.282
H -6.00 1.83 -2.27  0.400
H 0.61 6.38 1.30  0.411
H 2.61 4.87 -3.85  0.422
H -0.28 -3.00 3.24  0.260
H 3.81 0.94 3.59  0.413
H -1.03 7.12 -3.87  0.277
H 2.48 0.52 -3.91  0.348
H 2.46 -0.36 1.97  0.530
H -5.10 1.56 -4.52  0.502
H 3.58 3.43 3.63  0.416
H -0.67 4.95 -0.16  0.614
H -3.05 -1.28 -2.30  0.415
H -3.43 1.58 -3.90  0.011
H -2.14 5.33 -2.56  0.441
H 0.88 8.05 -4.91  0.347
H -4.03 -0.76 -4.27  0.449
H 2.42 7.60 -4.19  0.331
H -4.75 3.05 -2.46  0.318
H -5.54 -0.57 -3.38  0.338
H -3.81 2.12 -0.60  0.411
H 2.39 5.47 2.76  0.387

=====

Record 2
C24H23N2NiS2 | ωB97M-V/def2-TZVPD

Computed properties:
Kohn-Sham gap, eV: 6.965
Lowest unoccupied orbital energy, eV: 2.777
Energy relative to the best compared isomer or geometry (same formula, charge and spin), kJ/mol: 41.0
Charge: -1

Each line ends with the Mulliken charge.
Element x y z (Å)
Ni -0.65 -0.18 -0.43  -0.315
S 0.27 3.38 2.09  -0.300
S 2.20 1.65 0.66  -0.396
N -0.54 1.61 0.37  0.256
N -4.02 0.62 -6.90  -0.605
C -0.04 -2.67 -2.32  -1.526
C -3.59 -0.11 -3.50  -1.190
C 0.58 2.08 0.93  0.126
C -2.96 -0.24 -2.27  0.500
C -2.96 2.13 0.30  0.043
C -1.35 -2.27 -0.08  1.090
C 0.90 -1.68 -0.12  1.104
C -2.87 0.38 -4.59  0.435
C -1.54 0.74 -4.43  -0.872
C 0.35 -1.39 1.17  0.363
C -3.99 2.91 0.81  -0.804
C -1.67 2.32 0.78  -0.398
C 2.33 -1.56 -0.55  -1.969
C 1.07 -1.00 2.42  -1.631
C -1.61 0.10 -2.06  0.236
C -0.17 -2.12 -0.93  -0.065
C -0.94 0.60 -3.18  -0.392
C -3.75 3.88 1.79  -0.432
C -3.51 0.52 -5.87  -0.050
C -2.61 -2.95 -0.51  -1.608
C -1.02 -1.82 1.19  0.637
C -1.43 3.31 1.75  0.405
C -1.90 -1.77 2.40  -1.942
C -2.47 4.08 2.26  -0.514
H 2.93 -1.07 0.21  0.389
H 2.43 -0.97 -1.46  0.335
H -2.50 -4.03 -0.42  0.258
H 1.08 -1.85 3.11  0.359
H -0.96 -2.55 -2.89  0.335
H -4.99 2.77 0.43  0.389
H 0.59 -0.16 2.92  0.283
H -1.78 -0.82 2.94  0.332
H -4.63 -0.38 -3.62  0.443
H -1.67 -2.57 3.10  0.312
H -0.98 1.13 -5.27  0.433
H 2.75 -2.55 -0.75  0.337
H 0.11 0.89 -3.09  0.452
H -2.26 4.84 3.01  0.368
H -3.56 -0.61 -1.44  0.779
H -3.46 -2.65 0.11  0.399
H -2.95 -1.85 2.13  0.432
H 0.75 -2.16 -2.87  0.397
H -4.57 4.47 2.18  0.354
H -3.15 1.41 -0.47  0.341
H -2.86 -2.74 -1.54  0.434
H 0.21 -3.74 -2.29  0.279
H 2.09 -0.70 2.22  0.372

=====

Record 3
C24H23N3O5S | ωB97M-V/def2-TZVPD

Computed properties:
Kohn-Sham gap, eV: 9.109
SMILES string: CN(Cc1ccccc1)C(=O)Cn1c(=O)oc2cc(S(=O)(=O)NCc3ccccc3)ccc21
Lowest unoccupied orbital energy, eV: 0.505
Energy relative to the best compared isomer or geometry (same formula, charge and spin), kJ/mol: 0.0

Each line ends with the Mulliken charge.
Element x y z (Å)
S -2.15 -1.91 1.74  1.418
O 0.25 3.30 -2.85  -0.628
O -1.03 1.77 -1.76  -0.526
O -3.48 -1.83 1.20  -0.723
O -1.52 -3.20 1.83  -0.743
O 4.16 0.74 -0.64  -0.652
N 3.11 0.37 -2.61  0.178
N 1.11 1.96 -1.19  0.132
N -2.09 -1.25 3.28  -0.279
C -1.08 -0.79 0.84  0.838
C -1.88 3.23 1.20  -0.409
C 1.10 0.19 0.61  -1.207
C 2.22 0.76 -3.67  -1.086
C -1.63 -0.03 -0.18  -1.164
C 2.73 -1.90 -1.85  0.672
C 0.12 2.45 -2.02  0.216
C 0.57 0.98 -0.39  0.460
C 0.24 -0.70 1.23  -1.130
C 3.64 -0.99 -2.65  -1.747
C -3.53 1.59 1.80  -0.493
C 3.35 1.08 -1.49  0.966
C 0.98 -3.41 -0.30  -0.294
C -3.04 -0.18 3.52  -1.306
C -1.00 2.67 2.11  -0.461
C 2.22 -3.05 0.20  -0.715
C -3.14 2.69 1.05  -0.776
C 3.09 -2.30 -0.57  -0.276
C -0.78 0.87 -0.77  1.305
C 1.50 -2.29 -2.36  -0.183
C 2.50 2.34 -1.26  -1.195
C -1.39 1.58 2.87  -0.155
C 0.62 -3.03 -1.58  -0.776
C -2.65 1.03 2.72  0.820
H 2.15 1.84 -3.76  0.433
H 2.14 0.26 0.89  0.479
H 0.29 -3.97 0.31  0.494
H -2.67 -0.13 -0.45  0.661
H 2.62 0.37 -4.61  0.362
H 3.70 -1.31 -3.69  0.595
H -4.06 -0.50 3.25  0.379
H 1.22 0.35 -3.53  0.268
H 2.51 -3.36 1.19  0.440
H 0.58 -1.34 2.03  0.469
H -0.70 1.14 3.59  0.341
H -1.58 4.08 0.61  0.452
H 2.82 2.78 -0.32  0.297
H -0.34 -3.32 -1.98  0.424
H -4.51 1.16 1.67  0.373
H -2.13 -2.00 3.96  0.324
H -0.01 3.09 2.24  0.444
H 2.60 3.08 -2.06  0.542
H -3.83 3.12 0.33  0.395
H -3.02 0.06 4.59  0.482
H 4.64 -0.98 -2.21  0.439
H 1.22 -2.02 -3.37  0.444
H 4.05 -1.99 -0.17  0.385

=====

Record 4
C24H24AsCl5F6N3O4S3V | ωB97M-V/def2-TZVPD

Computed properties:
Kohn-Sham gap (alpha / beta), eV: 7.158 / 8.054
Spin multiplicity: 4
Lowest unoccupied orbital energy (alpha / beta), eV: 2.188 / 2.188
Energy relative to the best compared isomer or geometry (same formula, charge and spin), kJ/mol: 1.8
Charge: -1

Each line ends with the Mulliken spin population.
Element x y z (Å)
As -2.02 -0.11 0.68  0.003
V 0.44 0.51 -0.47  2.949
Cl 4.12 -0.50 -1.78  -0.003
Cl 2.59 5.47 -0.79  -0.001
Cl 5.53 4.71 -1.58  0.002
Cl 6.27 1.72 -2.07  -0.001
Cl 0.44 3.19 -0.47  -0.002
S 0.20 1.26 -4.67  0.008
S -2.05 0.17 -3.46  -0.010
S 0.65 -2.04 -0.55  -0.035
F 0.73 -1.14 -5.67  0.000
F -3.94 1.32 -2.04  0.001
F 2.46 0.11 -5.34  0.000
F 1.47 -0.83 -3.67  0.008
F -3.53 2.32 -3.92  0.000
F -2.17 2.53 -2.25  0.008
O 0.45 2.00 -5.86  0.000
O -3.12 -0.71 -3.84  0.001
O 0.55 1.82 -3.39  0.004
O -1.24 -0.21 -2.32  0.010
N 2.70 -1.28 0.93  0.014
N 2.68 -3.54 0.32  -0.001
N -1.28 0.66 -4.73  0.002
C -3.21 -1.42 -0.14  0.005
C -6.70 -0.17 2.14  0.000
C 3.91 -1.36 1.50  -0.004
C -6.63 -0.27 3.52  0.000
C 4.33 3.48 -1.39  0.019
C 2.10 -2.32 0.28  0.030
C 2.11 2.79 -0.87  -0.006
C 4.47 -0.10 2.07  0.007
C 1.28 -0.25 -4.84  -0.001
C -3.31 1.28 1.28  -0.002
C 0.88 0.92 1.73  -0.066
C 3.03 3.82 -1.03  -0.025
C 3.67 1.16 -1.43  -0.021
C -5.63 0.34 1.42  0.000
C -5.48 0.15 4.17  0.000
C -1.73 -1.05 2.36  0.009
C 3.86 -3.66 0.90  -0.001
C 4.65 2.14 -1.60  -0.018
C -2.96 1.68 -2.89  0.006
C -4.47 0.76 2.06  0.000
C -4.41 0.66 3.45  -0.001
C 2.38 1.44 -1.03  0.063
C 4.48 -5.02 0.87  0.001
C 4.54 -2.58 1.49  0.008
H -7.46 -0.67 4.08  0.000
H 1.76 1.57 1.86  0.020
H -2.59 -2.27 -0.42  0.000
H -1.05 -1.87 2.15  0.000
H -3.97 -1.74 0.56  0.000
H 0.03 1.54 2.03  0.015
H -3.64 1.78 0.37  0.003
H -7.59 -0.49 1.61  0.000
H 5.52 -2.70 1.93  0.001
H -2.72 1.99 1.86  -0.002
H 2.16 -0.39 0.95  0.004
H 4.58 0.63 1.26  -0.001
H -2.67 -1.44 2.75  0.000
H 5.13 -5.09 0.00  0.000
H -1.27 -0.39 3.09  0.000
H 3.71 -5.78 0.78  0.000
H 5.09 -5.20 1.76  0.000
H -5.69 0.42 0.34  0.000
H 3.78 0.32 2.80  -0.002
H -5.41 0.08 5.25  0.000
H 5.44 -0.28 2.53  0.000
H -3.52 0.99 3.97  0.000
H 0.95 0.13 2.49  0.002
H -3.66 -1.02 -1.05  0.001

=====

Record 5
C24H24AsI2N2OPdS2 | ωB97M-V/def2-TZVPD

Computed properties:
Kohn-Sham gap, eV: 5.734
Lowest unoccupied orbital energy, eV: 2.302
Energy relative to the best compared isomer or geometry (same formula, charge and spin), kJ/mol: 109.1
Charge: -1

Each line ends with the Mulliken charge.
Element x y z (Å)
I -0.32 4.64 -0.18  -0.051
I 5.70 4.35 -0.22  -0.056
Pd -0.02 -0.83 -0.02  -0.167
As -1.27 -3.00 0.06  0.824
S -3.36 1.20 1.13  -0.167
S 0.79 -3.08 -0.38  -0.603
O 0.11 1.57 -0.38  -0.516
N -2.22 0.23 0.70  -0.027
N 2.34 -0.02 -0.05  -0.055
C -3.53 2.72 -2.61  -0.751
C -5.62 3.29 -1.56  -0.559
C 2.69 4.11 -0.17  -0.456
C -6.57 -1.98 1.87  -0.417
C 1.24 2.09 -0.26  0.420
C -2.45 -2.56 -1.47  -1.058
C 3.39 -0.79 -0.01  -0.222
C 4.88 1.07 -0.19  -0.557
C -6.27 -1.62 0.56  -0.679
C 3.77 1.94 -0.20  1.238
C 2.48 1.32 -0.17  0.096
C -1.85 -4.92 0.12  -1.263
C -3.11 2.10 -1.44  -0.233
C -5.20 2.67 -0.39  -0.219
C -3.96 2.06 -0.35  0.242
C 1.45 3.49 -0.20  -0.568
C -5.13 -0.24 2.67  -0.585
C -4.83 0.12 1.36  0.415
C -5.40 -0.57 0.31  -0.144
C -1.88 -2.64 1.91  -0.992
C 3.83 3.34 -0.20  -0.290
C -4.79 3.30 -2.67  -0.429
C 4.70 -0.29 -0.10  -0.888
C -6.00 -1.28 2.92  -0.496
H -5.13 3.77 -3.59  0.364
H -1.40 -5.43 0.97  0.365
H -6.58 3.78 -1.59  0.387
H -5.85 2.66 0.48  0.396
H 2.76 5.19 -0.12  0.329
H -2.43 -0.27 -0.16  -0.110
H -2.20 -3.27 -2.25  0.445
H -1.30 -3.29 2.55  0.432
H 5.55 -0.96 -0.10  0.359
H -6.21 -1.58 3.94  0.384
H -2.87 2.75 -3.47  0.433
H -1.57 -5.45 -0.79  0.353
H -2.94 -4.95 0.24  0.355
H -5.15 -0.30 -0.71  0.472
H -2.21 -1.56 -1.83  0.316
H -2.11 1.67 -1.36  0.525
H -4.66 0.30 3.49  0.341
H -6.70 -2.17 -0.27  0.392
H -2.95 -2.85 2.03  0.263
H -3.50 -2.65 -1.20  0.257
H -1.66 -1.60 2.13  0.320
H 5.87 1.48 -0.26  0.155
H -7.25 -2.80 2.06  0.376
H 3.20 -1.85 0.10  0.299

=====

Record 6
C24H24F32N3O4 | ωB97M-V/def2-TZVPD

Computed properties:
Kohn-Sham gap, eV: 9.272
Lowest unoccupied orbital energy, eV: -3.911
Charge: +1

Each line ends with the Mulliken charge.
Element x y z (Å)
F 1.29 5.36 -0.55  -0.302
F -0.92 8.49 0.21  -0.259
F -2.90 -1.46 -1.58  -0.305
F -3.46 3.85 -2.63  -0.329
F -5.19 2.17 -1.37  -0.282
F -0.87 9.17 -1.87  -0.327
F 4.23 -8.31 1.76  -0.233
F -1.90 -6.76 0.02  -0.307
F -5.89 3.95 0.73  -0.213
F 1.15 4.55 2.02  -0.268
F 6.51 -6.94 2.32  -0.221
F -2.79 -2.13 0.49  -0.300
F 2.36 -5.57 0.64  -0.297
F -3.55 4.31 -0.49  -0.200
F -0.38 -5.93 2.16  -0.193
F -4.58 1.99 3.32  -0.304
F -0.02 -2.58 0.06  -0.181
F -5.69 4.43 2.86  -0.257
F -3.37 1.22 -2.15  -0.328
F 1.22 10.00 -0.42  -0.261
F -0.74 -0.55 -0.36  -0.205
F 0.39 6.60 1.85  -0.235
F 5.36 -5.74 5.41  -0.299
F -3.43 3.25 1.97  -0.276
F 7.19 -7.45 4.34  -0.250
F 4.54 -5.68 0.76  -0.284
F 4.49 -7.38 4.29  -0.283
F 3.33 -7.90 -0.19  -0.266
F -0.53 -5.15 -0.47  -0.223
F -1.29 -3.95 2.01  -0.221
F 1.84 7.94 -0.02  -0.222
F -0.21 3.83 -0.22  -0.338
O -4.60 1.49 1.18  -0.449
O -2.73 -4.75 -0.25  -0.395
O -0.90 5.89 -0.55  -0.193
O 4.51 -5.29 3.44  -0.412
N -0.31 1.44 -2.57  -0.107
N 1.72 0.71 -3.39  -0.173
N -0.27 -0.09 -4.37  -0.502
C 0.42 0.67 -3.41  0.394
C -5.80 3.42 1.97  0.200
C 3.30 -5.59 2.78  -0.748
C 5.19 -6.24 4.16  0.782
C -0.31 8.31 -0.98  0.825
C -3.62 1.35 0.18  -0.522
C -3.88 2.05 -1.16  0.909
C 3.82 1.24 -2.37  -0.890
C -4.56 2.53 2.08  0.777
C -2.26 -2.33 -0.73  1.051
C 0.14 5.32 1.54  0.343
C -3.16 3.39 -1.39  1.082
C 3.40 -6.12 1.34  0.934
C -0.61 6.90 -1.51  -0.791
C -1.64 -5.46 0.22  0.731
C -2.57 -3.75 -1.23  -0.829
C 0.09 5.15 0.02  0.629
C -0.80 -1.86 -0.76  0.281
C 6.59 -6.50 3.60  0.197
C -1.47 -5.26 1.73  0.184
C 1.16 8.73 -0.88  0.093
C 3.25 -7.63 1.14  0.098
C 4.85 0.74 -2.01  0.209
C 2.56 1.80 -2.84  0.080
H -2.36 -5.62 2.26  0.226
H -1.30 1.37 -2.79  0.210
H -3.54 -3.67 -1.71  0.452
H 0.14 6.58 -2.24  0.358
H 2.03 2.32 -2.04  0.004
H -0.29 -1.08 -4.14  0.254
H -1.87 -4.05 -2.01  0.349
H -1.54 7.01 -2.06  0.404
H 7.18 -5.58 3.62  0.245
H 2.81 -4.62 2.68  0.382
H -0.81 5.01 1.99  0.167
H 2.64 -6.20 3.39  0.370
H -2.08 3.26 -1.32  -0.556
H 5.72 0.18 -1.75  0.446
H -0.41 -1.92 -1.78  -0.057
H -2.62 1.56 0.56  0.403
H 2.23 -0.05 -3.83  0.320
H -3.64 0.29 -0.06  0.104
H 2.28 -7.98 1.50  0.258
H 1.64 8.70 -1.86  0.295
H 0.19 0.02 -5.27  0.309
H -0.18 1.24 -1.57  0.161
H 2.78 2.50 -3.65  0.304
H -6.71 2.84 2.19  0.272